# 1
This record from OMol25 describes one molecule with the formula C5H9NO at a distorted geometry. The level of theory is ωB97M-V/def2-TZVPD.

HOMO-LUMO gap (alpha / beta) = 7.845 / 7.896 eV
energy above the lowest of the compared OMol25 structures with the same formula, charge and spin = 128.8 kcal per mole

Structure (ORCA input):
```
! RIJCOSX wB97M-V def2-TZVPD def2/J DEFGRID3
* xyz 0 1
C -0.369 1.025 -1.704
C -0.091 0.959 -0.180
C 0.409 -0.431 0.195
O 1.689 -0.630 -0.260
C 0.375 -1.267 1.514
C -0.936 -0.994 2.054
N -1.849 -0.761 1.301
H -1.144 0.302 -1.992
H -0.718 2.028 -1.974
H 0.522 0.809 -2.310
H -1.022 1.185 0.346
H 0.663 1.726 0.077
H -1.193 -0.810 0.209
H 2.062 0.196 -0.612
H 1.204 -1.009 2.181
H 0.399 -2.329 1.153
*
```

Calculated atomic charges, method Löwdin, unit e: number 1, C, carries -0.092; number 2, C, carries -0.233; number 3, C, carries -0.343; number 4, O, carries 0.020; number 5, C, carries -0.163; number 6, C, carries -0.208; number 7, N, carries 0.078; number 8, H, carries 0.079; number 9, H, carries 0.075; number 10, H, carries 0.071; number 11, H, carries 0.099; number 12, H, carries 0.117; number 13, H, carries 0.129; number 14, H, carries 0.109; number 15, H, carries 0.113; number 16, H, carries 0.147

=====

# 2
This record from OMol25 describes C15H19BrRuSi as an isolated structure at a distorted geometry. The level of theory is ωB97M-V/def2-TZVPD.

HOMO-LUMO gap (alpha / beta) = 6.751 / 5.703 eV

Structure (ORCA input):
```
! RIJCOSX wB97M-V def2-TZVPD def2/J DEFGRID3
* xyz 0 5
C 0.302 -3.419 -2.215
C -0.228 -2.196 -2.725
C 0.670 -1.126 -2.310
H -1.080 -2.074 -3.386
C 1.646 -1.719 -1.407
C 1.440 -3.136 -1.431
H 2.100 -3.860 -0.957
H -0.094 -4.411 -2.428
H 0.675 -0.113 -2.692
H 2.460 -1.196 -0.906
Ru -0.436 -1.193 -0.546
Br -2.369 -0.032 -1.544
C -0.984 -1.735 1.476
C -0.013 -2.800 1.573
C -0.516 -3.925 0.873
H 0.923 -2.748 2.128
C -1.770 -3.591 0.304
C -2.091 -2.236 0.655
H -3.052 -1.742 0.527
H -0.995 -0.807 2.040
H -0.035 -4.899 0.829
H -2.426 -4.259 -0.257
C 2.217 3.936 0.744
Si 0.424 3.382 0.829
C -0.425 3.659 2.485
C -0.610 4.145 -0.543
C 0.537 1.556 0.589
C 0.222 0.442 0.106
H 2.352 5.005 0.958
H 2.618 3.720 -0.257
H 2.797 3.348 1.470
H -0.380 4.715 2.783
H -1.481 3.352 2.437
H 0.064 3.046 3.256
H -0.187 3.921 -1.533
H -1.637 3.752 -0.522
H -0.639 5.235 -0.403
*
```

Calculated atomic charges, method Löwdin, unit e: number 1, C, carries -0.117; number 2, C, carries -0.209; number 3, C, carries -0.347; number 4, H, carries 0.082; number 5, C, carries -0.178; number 6, C, carries -0.135; number 7, H, carries 0.107; number 8, H, carries 0.111; number 9, H, carries 0.100; number 10, H, carries 0.107; number 11, Ru, carries 1.130; number 12, Br, carries 0.119; number 13, C, carries -0.293; number 14, C, carries -0.119; number 15, C, carries -0.154; number 16, H, carries 0.107; number 17, C, carries -0.116; number 18, C, carries -0.281; number 19, H, carries 0.057; number 20, H, carries 0.095; number 21, H, carries 0.101; number 22, H, carries 0.108; number 23, C, carries -0.197; number 24, Si, carries 0.431; number 25, C, carries -0.190; number 26, C, carries -0.182; number 27, C, carries -0.121; number 28, C, carries -0.312; number 29, H, carries 0.029; number 30, H, carries 0.035; number 31, H, carries 0.031; number 32, H, carries 0.031; number 33, H, carries 0.036; number 34, H, carries 0.031; number 35, H, carries 0.035; number 36, H, carries 0.034; number 37, H, carries 0.033